Run one
C22H19N3O4 | ωB97M-V with the def2-TZVPD basis set

highest occupied orbital energy = -7.06 eV
SMILES string = C=c1[nH]n(-c2ccccc2)c(=O)/c1=C1\C=C(C)N(c2ccc(OC)cc2)C(=O)O1
orbital gap = 6.9 eV

CARTESIAN COORDINATES (ANGSTROEM)
C 0.86 -0.50 -3.40
C -0.22 -0.64 -2.56
N -1.31 -1.34 -3.02
N -2.28 -1.49 -1.97
C -3.34 -2.42 -2.04
C -3.68 -3.20 -0.91
C -4.66 -4.21 -1.00
C -5.36 -4.39 -2.20
C -5.11 -3.57 -3.31
C -4.08 -2.64 -3.24
C -1.80 -0.77 -0.87
O -2.23 -0.89 0.26
C -0.53 -0.18 -1.18
C 0.23 0.66 -0.37
C -0.20 1.08 0.99
C 0.68 1.72 1.84
C 0.27 1.99 3.26
N 1.94 2.08 1.28
C 2.88 2.69 2.12
C 2.74 4.03 2.49
C 3.68 4.61 3.36
C 4.77 3.90 3.83
O 5.55 4.58 4.74
C 6.81 4.05 5.11
C 4.96 2.60 3.42
C 4.01 2.01 2.58
C 2.20 1.91 -0.09
O 3.27 2.35 -0.47
O 1.36 1.20 -0.90
H 1.76 0.03 -3.13
H 0.84 -0.93 -4.40
H -1.20 -1.98 -3.79
H -3.07 -3.13 -0.02
H -4.88 -4.89 -0.15
H -6.13 -5.19 -2.22
H -5.66 -3.66 -4.26
H -3.88 -2.03 -4.12
H -1.19 0.82 1.39
H -0.80 1.82 3.36
H 0.49 3.02 3.60
H 0.83 1.30 3.87
H 1.89 4.60 2.12
H 3.58 5.65 3.69
H 6.66 3.14 5.73
H 7.43 3.78 4.25
H 7.38 4.77 5.69
H 5.83 2.07 3.78
H 4.10 0.97 2.22

Run two
C22H19N3O4 | ωB97M-V with the def2-TZVPD basis set

highest occupied orbital energy = -7.13 eV
SMILES string = C=c1[nH]n(-c2ccccc2)c(=O)/c1=C1\C=C(C)N(c2ccc(OC)cc2)C(=O)O1
orbital gap = 7.0 eV

CARTESIAN COORDINATES (ANGSTROEM)
C 1.47 2.98 -2.73
C 0.16 2.93 -2.24
N -0.59 4.04 -1.98
N -1.75 3.78 -1.17
C -2.21 4.66 -0.11
C -3.36 4.21 0.60
C -3.65 4.84 1.79
C -3.06 6.01 2.17
C -1.88 6.47 1.53
C -1.47 5.74 0.42
C -1.97 2.39 -1.28
O -2.95 1.72 -0.96
C -0.67 1.80 -1.85
C -0.30 0.47 -1.89
C -1.17 -0.67 -1.51
C -0.53 -1.86 -1.06
C -1.38 -3.02 -0.70
N 0.84 -1.89 -0.89
C 1.46 -2.80 -0.03
C 1.76 -4.12 -0.49
C 2.05 -5.12 0.48
C 2.07 -4.76 1.83
O 2.51 -5.68 2.82
C 3.59 -6.63 2.49
C 1.91 -3.49 2.24
C 1.55 -2.44 1.32
C 1.57 -0.86 -1.52
O 2.79 -1.08 -1.51
O 0.95 0.13 -2.21
H 2.12 2.16 -3.04
H 1.84 3.96 -2.89
H -0.30 5.01 -2.05
H -3.95 3.41 0.22
H -4.42 4.44 2.38
H -3.45 6.45 3.02
H -1.25 7.32 1.83
H -0.51 6.04 0.04
H -2.18 -0.58 -1.75
H -2.46 -2.84 -0.89
H -1.06 -3.41 0.32
H -1.30 -3.85 -1.46
H 1.59 -4.32 -1.59
H 2.29 -6.10 0.16
H 3.42 -7.68 2.66
H 3.91 -6.53 1.39
H 4.64 -6.46 3.07
H 1.94 -3.34 3.33
H 1.38 -1.39 1.67

Among the structures above, stability is smallest for run two.